Record 1
{"formula": "C13H34BF2N3PdSi", "method": "ωB97M-V/def2-TZVPD", "species": ["Pd", "N", "C", "C", "N", "C", "C", "N", "H", "H", "H", "H", "H", "H", "H", "H", "H", "H", "H", "H", "H", "C", "Si", "C", "C", "C", "C", "C", "C", "C", "C", "H", "H", "H", "H", "H", "H", "H", "H", "H", "H", "H", "H", "H", "H", "H", "H", "H", "H", "H", "H", "H", "F", "B", "F"], "coordinates": [[-1.117710, -0.574638, -0.441110], [-1.718344, -3.014701, -0.515215], [-2.623545, -3.224710, 0.600305], [-2.070827, -2.670528, 1.927040], [-1.684063, -1.255930, 1.880387], [-2.576399, -0.288252, 2.493003], [-3.669608, 0.151869, 1.524957], [-3.065708, 0.826098, 0.392292], [-2.139834, -3.282911, -1.400483], [-0.845244, -3.533902, -0.422879], [-2.880410, -4.286809, 0.765628], [-3.539882, -2.693167, 0.339165], [-1.176730, -3.236906, 2.207497], [-2.833826, -2.853300, 2.696012], [-0.731007, -1.120106, 2.206883], [-1.974779, 0.579584, 2.772706], [-3.047667, -0.675314, 3.410795], [-4.398657, 0.769169, 2.075549], [-4.203539, -0.720169, 1.147517], [-2.733359, 1.755118, 0.640735], [-3.697235, 0.921033, -0.398020], [1.916118, 0.058347, 1.707308], [1.131933, 0.418456, 0.013923], [1.071789, 2.361181, -0.174971], [2.462548, 2.996380, -0.284268], [0.396861, 2.903900, 1.088004], [0.255614, 2.785384, -1.387970], [2.377931, -0.392218, -1.243210], [2.135179, -1.898042, -1.255300], [2.164350, 0.141969, -2.650953], [3.848120, -0.166215, -0.841305], [2.852428, 0.606229, 1.795990], [2.141815, -1.000546, 1.816775], [1.291825, 0.348413, 2.548779], [3.089496, 2.772640, 0.576681], [2.378702, 4.085275, -0.346971], [2.985987, 2.665760, -1.172914], [0.972897, 2.689882, 1.984066], [-0.595847, 2.473855, 1.226551], [0.280249, 3.989404, 1.022794], [0.793323, 2.627553, -2.317129], [0.020112, 3.853143, -1.324497], [-0.685340, 2.222782, -1.461594], [1.120113, -2.133698, -1.602819], [2.265500, -2.343673, -0.267859], [2.846496, -2.383511, -1.930930], [1.113261, 0.051701, -2.959785], [2.775654, -0.423337, -3.361621], [2.450303, 1.185120, -2.738232], [4.082764, -0.633587, 0.112586], [4.108156, 0.879561, -0.761325], [4.514702, -0.607552, -1.588675], [-2.610737, 0.363497, -2.696568], [-1.738356, -0.541550, -2.286936], [-1.485574, -1.528037, -3.140402]], "atomic_forces_ev_per_a": [[-0.84, -0.89, 1.26], [0.25, 0.23, -0.24], [-0.16, -0.07, 0.37], [0.12, 0.01, -0.34], [0.69, -0.07, -0.11], [-0.30, -0.04, 0.00], [-0.12, 0.18, 0.31], [-0.20, 0.16, -0.49], [0.10, 0.04, 0.16], [-0.20, 0.23, 0.00], [0.03, 0.24, -0.02], [-0.11, -0.09, 0.14], [-0.13, -0.10, -0.05], [0.13, 0.09, 0.02], [-0.27, -0.16, 0.08], [-0.06, 0.05, 0.00], [0.12, -0.01, -0.09], [0.10, -0.09, -0.10], [-0.05, -0.07, 0.07], [0.03, -0.22, -0.13], [0.07, 0.05, 0.19], [-0.30, -0.01, 0.00], [-0.47, 0.05, -1.83], [0.36, -0.32, 0.27], [-0.18, 0.07, 0.14], [-0.03, 0.04, -0.12], [-0.40, -0.08, 0.01], [0.28, 0.29, 0.50], [-0.26, -0.15, -0.19], [-0.27, -0.13, -0.15], [-0.17, -0.24, -0.14], [0.15, 0.09, 0.03], [0.05, -0.16, -0.02], [-0.13, 0.07, 0.16], [0.09, -0.07, 0.14], [-0.03, 0.12, 0.02], [0.11, -0.06, -0.21], [0.13, -0.04, 0.16], [-0.15, -0.08, -0.01], [-0.02, 0.10, -0.01], [0.10, -0.07, -0.16], [-0.01, 0.07, -0.02], [0.13, 0.13, 0.06], [0.16, 0.08, 0.06], [0.01, -0.04, 0.13], [0.07, -0.06, -0.04], [0.17, 0.00, 0.06], [0.02, -0.04, -0.08], [0.05, 0.21, -0.02], [0.00, -0.09, 0.14], [0.04, 0.34, 0.01], [0.04, -0.06, -0.06], [-0.77, 0.42, -0.26], [2.23, 0.69, 0.81], [-0.18, -0.51, -0.41]], "lowdin_charge": [0.632, -0.011, -0.261, -0.197, -0.118, -0.221, -0.261, -0.009, 0.082, 0.092, 0.114, 0.100, 0.120, 0.117, 0.086, 0.117, 0.116, 0.114, 0.102, 0.078, 0.079, -0.223, 0.671, -0.662, -0.106, -0.125, -0.118, -0.671, -0.142, -0.108, -0.106, 0.026, 0.017, 0.007, 0.073, 0.081, 0.055, 0.066, 0.046, 0.081, 0.065, 0.080, 0.046, 0.044, 0.065, 0.080, 0.066, 0.083, 0.059, 0.067, 0.054, 0.080, 0.158, -0.827, 0.149], "lumo_ha": [0.0072, 0.0072]}


Record 2
{"formula": "C13H34BN2O5P", "method": "ωB97M-V/def2-TZVPD", "species": ["N", "P", "O", "N", "C", "O", "O", "B", "O", "O", "H", "H", "H", "H", "H", "H", "C", "C", "C", "C", "C", "C", "H", "H", "H", "H", "H", "H", "H", "H", "H", "H", "H", "H", "H", "H", "C", "C", "C", "C", "C", "C", "H", "H", "H", "H", "H", "H", "H", "H", "H", "H", "H", "H", "H", "H"], "coordinates": [[1.323470, 1.601479, -5.135947], [0.420920, 2.369628, -3.906032], [1.428461, 3.594203, -3.548426], [0.930059, 1.281314, -2.620034], [0.640129, -0.071640, -2.781685], [-0.011956, -0.534509, -3.680162], [1.147219, -0.870408, -1.794713], [2.537713, -1.122003, -1.965028], [3.478556, -0.128886, -1.894118], [2.882987, -2.440750, -2.169420], [1.245606, 0.592140, -5.130861], [0.981549, 1.955442, -6.024012], [2.349239, 3.286016, -3.577161], [0.581617, 1.602139, -1.720280], [3.642222, 0.325246, -2.728214], [2.475491, -2.771161, -2.981511], [1.534407, 0.982040, 1.105777], [1.319306, 1.657317, 2.455760], [-0.023290, 2.378998, 2.559880], [-0.218597, 3.519401, 1.558946], [0.842289, 4.616710, 1.618172], [0.890209, 5.343051, 2.959243], [1.560653, 1.706382, 0.289317], [2.482700, 0.443106, 1.090365], [0.738499, 0.261806, 0.901907], [2.140069, 2.351970, 2.653438], [1.366428, 0.900721, 3.243008], [-0.143538, 2.760843, 3.577249], [-0.828746, 1.651435, 2.416266], [-1.202590, 3.966421, 1.730639], [-0.249850, 3.112934, 0.543069], [0.630687, 5.343421, 0.829707], [1.827925, 4.201332, 1.391020], [-0.077446, 5.791475, 3.193288], [1.632222, 6.142101, 2.940821], [1.156535, 4.669112, 3.774723], [-1.731177, -1.233265, -0.194110], [-2.731814, -2.375335, -0.333569], [-3.062580, -3.054710, 0.993848], [-1.869563, -3.712305, 1.690090], [-1.140053, -4.764517, 0.856879], [-2.015757, -5.955819, 0.479200], [-0.766465, -1.585307, 0.172129], [-1.560168, -0.758060, -1.161085], [-2.103873, -0.471581, 0.495946], [-2.349651, -3.108054, -1.049097], [-3.658394, -1.986537, -0.763732], [-3.845138, -3.799703, 0.825662], [-3.495649, -2.314595, 1.674324], [-2.221482, -4.174493, 2.617878], [-1.153690, -2.942742, 1.992609], [-0.282387, -5.124415, 1.430975], [-0.729119, -4.310016, -0.048662], [-2.414258, -6.444029, 1.371019], [-1.442318, -6.697218, -0.078637], [-2.857616, -5.656123, -0.146659]], "atomic_forces_ev_per_a": [[0.05, 0.18, -0.05], [-0.20, 0.24, 0.14], [0.08, 0.00, 0.03], [-0.58, -0.41, -0.37], [-0.52, 0.29, 0.73], [0.31, -0.13, -0.28], [0.50, 0.25, -0.70], [-0.13, -0.59, 0.27], [-0.21, -0.08, -0.10], [0.34, 0.57, -0.41], [-0.16, 0.01, -0.12], [0.19, -0.21, -0.10], [-0.06, 0.14, 0.03], [0.60, 0.00, 0.21], [0.09, 0.07, 0.23], [-0.27, -0.34, 0.50], [0.05, -0.05, 0.10], [-0.08, -0.03, -0.05], [0.00, 0.03, 0.04], [0.01, -0.04, -0.02], [-0.06, 0.07, 0.03], [0.07, -0.02, -0.06], [0.04, 0.01, 0.02], [0.00, 0.00, -0.07], [-0.02, 0.02, -0.04], [-0.01, 0.02, 0.02], [0.02, 0.00, 0.00], [-0.01, 0.02, -0.01], [0.01, -0.02, 0.00], [0.00, 0.02, -0.01], [-0.01, -0.01, 0.00], [0.03, -0.01, -0.02], [0.00, -0.02, -0.01], [-0.01, -0.02, 0.02], [-0.01, 0.01, 0.02], [-0.02, 0.00, 0.01], [-0.04, -0.01, -0.06], [-0.03, 0.08, 0.05], [-0.01, -0.05, 0.00], [0.02, 0.04, 0.00], [-0.03, -0.08, 0.05], [0.07, 0.04, -0.05], [0.01, 0.01, 0.00], [0.00, 0.02, 0.01], [0.02, -0.01, 0.03], [-0.01, -0.02, 0.00], [0.00, -0.01, -0.02], [0.01, -0.01, 0.01], [0.00, 0.02, -0.01], [0.01, -0.02, 0.00], [-0.01, 0.01, 0.00], [0.02, 0.01, -0.02], [0.01, 0.02, 0.01], [-0.03, 0.01, 0.00], [-0.01, -0.02, 0.00], [-0.02, 0.00, 0.01]], "lowdin_charge": [-0.157, 0.767, -0.311, -0.058, -0.619, 0.099, 0.167, -0.755, 0.189, 0.194, 0.022, 0.033, 0.049, 0.089, 0.113, 0.119, -0.099, -0.258, -0.224, -0.228, -0.270, -0.111, 0.058, 0.079, 0.065, 0.100, 0.106, 0.102, 0.105, 0.110, 0.091, 0.104, 0.098, 0.075, 0.069, 0.065, -0.107, -0.258, -0.228, -0.230, -0.270, -0.112, 0.058, 0.061, 0.076, 0.101, 0.106, 0.100, 0.108, 0.109, 0.100, 0.104, 0.097, 0.074, 0.068, 0.064], "lumo_ha": 0.0079}


Record 3
{"formula": "C13H34Cl22NO4PSi2", "method": "ωB97M-V/def2-TZVPD", "species": ["N", "C", "C", "Si", "O", "Si", "P", "O", "O", "O", "H", "H", "H", "H", "H", "H", "H", "H", "H", "H", "H", "H", "C", "Cl", "Cl", "H", "H", "C", "Cl", "Cl", "H", "H", "C", "Cl", "Cl", "H", "H", "C", "Cl", "Cl", "H", "H", "C", "Cl", "Cl", "H", "H", "C", "Cl", "Cl", "H", "H", "C", "Cl", "Cl", "H", "H", "C", "Cl", "Cl", "H", "H", "C", "Cl", "Cl", "H", "H", "C", "Cl", "Cl", "H", "H", "C", "Cl", "Cl", "H", "H"], "coordinates": [[4.083206, -0.753461, 0.809769], [4.406999, -0.300453, -0.554423], [3.223260, -0.423742, -1.618901], [1.467837, -0.145851, -0.945294], [0.927828, 1.488353, -0.965784], [-0.477368, 1.756501, -0.025823], [-1.696460, -0.057803, 0.394055], [-3.041358, 0.515422, 0.954446], [-1.020574, -1.025335, 1.599065], [-2.056371, -0.979415, -0.932278], [3.618698, -0.026475, 1.351344], [3.584562, -1.641384, 0.830778], [4.850212, 0.736315, -0.521818], [5.247690, -0.984174, -0.928539], [3.456815, 0.210845, -2.529727], [3.241101, -1.495125, -2.002611], [0.540823, -0.926130, -1.798245], [1.429108, -0.616277, 0.457562], [-0.169650, 2.398717, 1.270824], [-1.325627, 2.720544, -0.757108], [-0.447357, -1.669328, 1.120418], [-2.919074, -0.742622, -1.323190], [-3.961113, -2.056934, 3.217255], [-5.570929, -2.722806, 2.855385], [-3.502919, -0.760287, 2.034616], [-3.974937, -1.634940, 4.223049], [-3.227093, -2.862425, 3.165449], [-6.408589, 1.737722, 0.261348], [-8.012280, 1.092858, -0.108672], [-5.938001, 2.990137, -0.896586], [-6.422581, 2.167331, 1.259320], [-5.683969, 0.928597, 0.218937], [0.909625, 5.723455, -2.078129], [1.467770, 5.109959, -0.515758], [-0.852964, 5.826011, -2.134219], [1.326227, 6.714863, -2.236108], [1.249277, 5.050354, -2.861149], [3.370306, 7.350735, 1.760758], [5.056167, 7.025495, 1.343096], [3.057738, 9.087268, 1.861002], [2.733480, 6.918950, 0.992655], [3.149100, 6.896542, 2.723262], [-6.364802, -6.285946, 1.530114], [-5.186852, -7.484644, 2.076296], [-6.758812, -6.508440, -0.181050], [-7.273199, -6.390710, 2.117345], [-5.947252, -5.290997, 1.669643], [-3.302528, -1.222754, 7.217913], [-4.144701, -2.477500, 6.302359], [-2.695789, 0.052549, 6.152831], [-3.993611, -0.784956, 7.933427], [-2.463382, -1.672447, 7.742220], [-7.987815, -6.714024, -3.449970], [-9.672465, -7.244642, -3.446369], [-7.084816, -7.452102, -4.780046], [-7.958573, -5.633271, -3.561272], [-7.525768, -7.001495, -2.509377], [8.764585, 6.406868, 2.465184], [8.484334, 6.068641, 0.751758], [10.409252, 6.987657, 2.744207], [8.060983, 7.168051, 2.792798], [8.611990, 5.493079, 3.033580], [6.502548, 3.865227, -1.269696], [4.821323, 3.317120, -1.239941], [7.382996, 3.158700, -2.627844], [6.516844, 4.948191, -1.363375], [6.986182, 3.569354, -0.344316], [8.394469, -0.162996, 0.201581], [7.261505, -1.507291, 0.366772], [7.693223, 1.346457, 0.798870], [9.290806, -0.386016, 0.774242], [8.647960, -0.040914, -0.848541], [-4.997496, -8.148561, -7.863821], [-5.837479, -9.405954, -8.778439], [-4.403108, -6.869150, -8.929067], [-5.687645, -7.715206, -7.143337], [-4.153640, -8.594942, -7.344240]], "atomic_forces_ev_per_a": [[0.33, 0.56, -0.47], [0.60, -0.74, -0.74], [0.64, -0.03, -0.20], [0.98, 0.95, -1.05], [-1.05, -1.46, 1.28], [1.79, 1.44, -1.24], [-2.71, -0.75, 0.88], [5.42, 5.65, -6.54], [0.62, 0.64, -3.35], [0.80, 0.74, 1.34], [-0.03, -0.53, -0.16], [0.05, 0.49, 0.06], [-0.70, -1.13, 0.07], [-1.28, 1.16, 0.37], [-0.37, -0.61, 0.99], [-0.22, 1.12, 0.43], [-0.08, 0.02, 0.21], [-0.29, -0.03, -0.02], [0.03, -0.46, 0.06], [-0.13, -0.41, -0.06], [-0.16, 0.38, 0.63], [0.31, -0.05, 0.46], [0.39, 0.10, 0.12], [-0.23, -0.23, 0.10], [-4.77, -6.32, 6.45], [-0.15, -0.13, -0.69], [-0.20, -0.07, 0.06], [0.13, -0.15, 0.17], [0.00, -0.04, 0.06], [0.10, 0.03, 0.02], [-0.06, 0.02, -0.15], [-0.08, 0.08, -0.04], [0.02, 0.08, -0.24], [0.07, -0.09, 0.01], [0.04, 0.01, -0.06], [-0.09, -0.07, 0.13], [-0.07, -0.04, 0.16], [-0.22, -0.09, 0.03], [0.09, -0.14, -0.03], [-0.08, -0.03, 0.02], [0.14, 0.14, 0.04], [0.12, 0.12, -0.05], [0.01, 0.20, 0.24], [-0.02, 0.04, 0.06], [-0.04, 0.09, 0.06], [0.07, -0.11, -0.13], [0.03, -0.14, -0.10], [0.01, -0.05, 0.22], [-0.09, -0.24, 0.82], [0.04, 0.05, 0.05], [0.01, -0.01, -0.17], [-0.04, 0.02, -0.16], [-0.01, 0.15, 0.16], [0.02, 0.06, 0.07], [0.09, 0.01, 0.03], [-0.04, -0.13, -0.10], [-0.10, -0.12, -0.25], [-0.10, 0.01, 0.23], [-0.07, -0.03, -0.02], [-0.05, -0.01, 0.07], [0.10, -0.01, -0.14], [0.10, 0.04, -0.14], [0.07, 0.21, 0.10], [-0.07, 0.14, 0.06], [0.08, 0.00, 0.04], [-0.09, -0.12, -0.11], [-0.07, -0.05, -0.15], [0.19, -0.19, -0.17], [0.50, -0.12, 0.17], [0.06, 0.02, 0.10], [-0.16, 0.06, 0.05], [-0.15, 0.05, 0.09], [-0.01, -0.01, 0.19], [-0.01, -0.04, 0.09], [0.04, 0.05, 0.08], [0.03, -0.01, -0.22], [-0.04, 0.02, -0.16]], "lowdin_charge": [-0.050, -0.383, -0.288, 0.542, -0.487, 0.504, 0.480, -0.726, -0.276, -0.200, 0.062, 0.062, 0.044, 0.044, 0.082, 0.079, -0.009, -0.018, -0.019, -0.027, 0.067, 0.097, -0.972, 0.470, 0.720, -0.110, 0.025, -1.034, 0.499, 0.486, 0.031, 0.001, -0.997, 0.524, 0.513, 0.030, 0.031, -1.036, 0.495, 0.508, -0.045, 0.030, -1.018, 0.503, 0.537, 0.031, -0.026, -0.990, 0.573, 0.526, 0.027, 0.026, -1.040, 0.511, 0.522, 0.032, -0.061, -1.027, 0.507, 0.513, 0.017, 0.029, -1.067, 0.526, 0.512, 0.009, -0.061, -0.978, 0.565, 0.548, 0.027, 0.030, -1.041, 0.500, 0.498, -0.034, 0.028], "lumo_ha": -0.0054}


Which formula does entry 3 have? C13H34Cl22NO4PSi2